Entry 1:
Computed, not measured: a molecular structure, C45H29Br2Cl4N6O5S2W, with ωB97M-V/def2-TZVPD.

Values from the calculation:
**Total charge**: +1
**DFT total energy**: -10289.12120 hartree
**Gap between HOMO and LUMO (spin up / spin down)**: 5.53 / 5.96 eV
**ΔE to the lowest compared entry with this formula, charge and spin**: 11.9 kcal per mole
**HOMO (spin up / spin down)**: -9.44 / -10.02 eV
**Multiplicity**: 3

Geometry (Å):
W: -0.69033 -0.33484 1.42054
Cl: -6.39041 -1.96705 4.73219
C: -4.73603 -1.71885 4.33727
C: -3.76887 -1.71931 5.34386
Cl: -4.22311 -1.94973 6.98457
C: -2.42274 -1.51586 5.02943
Cl: -1.18640 -1.48191 6.22682
C: -2.07444 -1.30581 3.70710
O: -0.81507 -1.13003 3.27058
C: -3.04365 -1.26444 2.70978
O: -2.56973 -1.02844 1.47984
C: -4.37645 -1.49840 3.00559
Cl: -5.53113 -1.46852 1.73333
O: 1.09932 -7.10050 -2.00482
N: 1.60849 -6.29174 -1.26459
O: 2.72264 -6.37354 -0.78999
C: 0.83424 -5.05562 -0.97648
C: -0.11682 -4.73059 -1.87945
C: -0.86799 -3.51818 -1.73406
C: -1.88733 -3.12771 -2.62186
C: -2.55940 -1.95923 -2.37797
C: -2.20191 -1.17156 -1.27492
N: -1.21582 -1.50407 -0.45786
C: -0.57817 -2.68078 -0.65900
C: 0.39506 -3.06876 0.31732
N: 0.51419 -2.23326 1.38002
C: 1.32106 -2.56922 2.37663
C: 2.08525 -3.73881 2.33440
C: 1.99693 -4.58015 1.25375
C: 1.11948 -4.25824 0.19573
H: -0.30468 -5.38506 -2.71791
H: -2.13928 -3.75898 -3.46357
H: -3.37140 -1.62908 -3.00919
H: -2.72594 -0.25546 -1.03982
H: 1.33793 -1.91742 3.23779
H: 2.72901 -3.97129 3.16978
H: 2.58023 -5.48470 1.21425
S: 1.26779 -0.14227 -0.25689
C: 0.80561 0.89220 -1.55239
N: 1.54321 0.87625 -2.69201
C: 1.07026 1.65068 -3.83034
C: 0.48619 2.95943 -3.34384
N: -0.54231 2.69371 -2.35127
C: -1.77327 3.46967 -2.44843
C: -2.53579 3.13679 -3.71031
C: -3.04649 4.14693 -4.51368
C: -3.76564 3.83855 -5.66155
C: -3.97199 2.51577 -6.01574
C: -3.46022 1.49954 -5.21896
C: -2.74841 1.80967 -4.07260
C: -0.30987 1.74741 -1.41644
S: -1.29116 1.67050 -0.00183
C: 2.78230 0.11008 -2.79952
C: 3.89161 0.63252 -1.91343
C: 4.63192 -0.24198 -1.12941
C: 5.65405 0.23104 -0.31910
C: 5.93611 1.58837 -0.28099
C: 5.20184 2.46848 -1.06417
C: 4.18922 1.99002 -1.87992
H: 0.30338 1.09092 -4.37779
H: 1.90801 1.82861 -4.50196
H: 0.02908 3.49607 -4.17405
H: 1.26448 3.59264 -2.90530
H: -1.52152 4.53284 -2.42916
H: -2.37530 3.26844 -1.56341
H: -2.88220 5.18255 -4.24083
H: -4.15919 4.63422 -6.27927
H: -4.52911 2.27477 -6.91096
H: -3.62254 0.46622 -5.49770
H: -2.34658 1.01843 -3.45012
H: 3.07621 0.15259 -3.84884
H: 2.59020 -0.94072 -2.56551
H: 4.40147 -1.30088 -1.14854
H: 6.23146 -0.46065 0.28058
H: 6.73304 1.96030 0.34885
H: 5.42521 3.52675 -1.04452
H: 3.62189 2.68244 -2.49143
Br: -3.58178 2.13754 4.65905
C: -1.71018 2.03971 4.67438
C: -1.00313 2.47961 5.81694
C: 0.35751 2.39741 5.87393
Br: 1.26321 2.99339 7.41656
C: 1.09377 1.84432 4.79078
C: 2.49424 1.69314 4.73874
C: 3.07031 1.11446 3.63901
C: 2.26069 0.63597 2.59843
N: 0.94424 0.75621 2.61184
C: 0.36992 1.40320 3.67166
C: -1.03768 1.53222 3.59228
O: -1.61885 1.11141 2.48076
H: -1.56443 2.87958 6.64941
H: 3.09971 2.03479 5.56697
H: 4.14090 0.99584 3.55822
H: 2.71192 0.14936 1.74470

Entry 2:
Computed, not measured: a molecular structure, C45H31BrNO11S2, with ωB97M-V/def2-TZVPD.

Values from the calculation:
**Total charge**: -1
**DFT total energy**: -5986.35360 hartree
**Gap between HOMO and LUMO**: 6.43 eV
**ΔE to the lowest compared entry with this formula, charge and spin**: 0.0 kcal per mole
**HOMO**: -6.53 eV

Geometry (Å):
C: -8.78467 0.85957 5.62851
C: -7.85816 0.60993 6.82497
O: -8.28704 -0.43835 7.69411
C: -8.45901 -1.69504 7.12662
S: -7.02099 -2.49137 6.38397
O: -7.48827 -3.83276 6.11762
O: -6.60942 -1.68699 5.24800
N: -5.96661 -2.50774 7.58789
S: -4.58463 -1.78130 7.52611
O: -4.63252 -0.41293 7.07858
O: -3.81699 -2.10271 8.69661
Br: -3.45105 -2.81913 5.86890
H: -9.69577 0.26517 5.68906
H: -8.28140 0.62823 4.69066
H: -9.07950 1.90993 5.59413
H: -7.82490 1.48773 7.46913
H: -6.84106 0.41166 6.49328
H: -9.20609 -1.71941 6.32426
H: -8.76997 -2.37055 7.92118
C: 0.40449 5.31381 1.60242
C: 0.84284 4.44077 0.61183
C: 0.26658 3.18857 0.48813
C: -0.74679 2.79914 1.35642
C: -1.17515 3.66809 2.35785
C: -0.60040 4.92828 2.47296
C: -2.24154 3.26447 3.32938
O: -2.61473 4.04278 4.18208
C: -2.80642 1.89727 3.20181
C: -3.76239 1.47153 4.11616
C: -4.31567 0.20541 4.01031
C: -3.91783 -0.64108 2.98232
C: -2.96297 -0.22796 2.06777
C: -2.39717 1.03770 2.17392
C: -1.36414 1.44633 1.19370
O: -1.01502 0.72199 0.28172
H: 0.85275 6.29469 1.69673
H: 1.63643 4.73848 -0.06167
H: 0.59440 2.49419 -0.27371
H: -0.95095 5.58963 3.25359
H: -4.06118 2.13540 4.91582
H: -5.04934 -0.13412 4.72898
H: -4.35303 -1.62859 2.90750
H: -2.64191 -0.87811 1.26484
C: 0.46465 0.43268 -2.85385
C: 1.70153 0.04458 -3.35593
C: 1.92269 -1.27953 -3.69959
C: 0.91493 -2.21939 -3.53387
C: -0.32567 -1.82782 -3.02524
C: -0.54746 -0.49827 -2.69107
C: -1.41770 -2.82019 -2.81466
O: -2.50521 -2.48707 -2.39963
C: -1.12302 -4.24961 -3.13739
C: -2.10451 -5.20482 -2.90324
C: -1.85908 -6.53471 -3.19921
C: -0.63407 -6.91680 -3.73577
C: 0.34784 -5.96967 -3.96961
C: 0.10948 -4.63391 -3.66758
C: 1.18994 -3.63425 -3.90724
O: 2.25855 -3.96631 -4.38044
H: 0.28876 1.46441 -2.57988
H: 2.48973 0.77841 -3.47451
H: 2.87469 -1.60319 -4.09643
H: -1.50552 -0.20701 -2.28449
H: -3.05080 -4.88931 -2.48556
H: -2.62266 -7.27777 -3.00970
H: -0.44586 -7.95702 -3.96789
H: 1.30753 -6.24868 -4.38263
C: 8.11072 5.30941 -3.78336
C: 9.33685 4.92348 -4.31445
C: 9.56273 3.60034 -4.65313
C: 8.56463 2.65364 -4.45628
C: 7.33806 3.03941 -3.91351
C: 7.11349 4.37045 -3.58323
C: 6.25553 2.04237 -3.66812
O: 5.18202 2.38044 -3.21657
C: 6.54208 0.61804 -4.00012
C: 5.56862 -0.33666 -3.73780
C: 5.79626 -1.66599 -4.05388
C: 7.00243 -2.04415 -4.63436
C: 7.98010 -1.09771 -4.89201
C: 7.75631 0.23635 -4.57311
C: 8.82802 1.23598 -4.84362
O: 9.87766 0.91292 -5.35767
H: 7.93519 6.34519 -3.52365
H: 10.11689 5.65850 -4.46431
H: 10.50789 3.28329 -5.07207
H: 6.15507 4.65122 -3.16854
H: 4.63854 -0.02362 -3.28435
H: 5.03743 -2.41137 -3.85074
H: 7.17793 -3.08226 -4.88410
H: 8.92397 -1.37663 -5.34002

Entry 3:
Computed, not measured: a molecular structure, C45H31Cl2F10IN5O2PSY, with ωB97M-V/def2-TZVPD.

Values from the calculation:
**Total charge**: -1
**DFT total energy**: -5152.51242 hartree
**Gap between HOMO and LUMO**: 6.77 eV
**ΔE to the lowest compared entry with this formula, charge and spin**: 0.0 kcal per mole
**HOMO**: -4.92 eV

Geometry (Å):
Y: 0.15168 0.43530 -0.29960
C: -0.30185 -3.05955 -1.64114
N: -0.11955 -1.73018 -2.22541
C: -1.31059 -1.36990 -3.00677
C: -2.37630 -0.87210 -2.05800
N: -1.92581 0.33916 -1.38658
C: -2.61197 1.47762 -1.71152
C: -2.74718 2.49901 -0.75790
F: -2.19609 2.28938 0.45159
C: -3.38391 3.69648 -0.97963
F: -3.46643 4.61067 -0.00475
C: -3.96382 3.95153 -2.20934
F: -4.61169 5.10481 -2.44173
C: -3.85850 2.98820 -3.18958
F: -4.38304 3.22256 -4.40236
C: -3.19306 1.79948 -2.94998
F: -3.04479 0.97190 -4.01118
C: 1.08213 -1.72304 -3.06509
C: 2.30327 -1.55765 -2.18881
N: 2.27268 -0.30128 -1.44922
C: 3.13793 0.66333 -1.90404
C: 3.60422 1.65610 -1.02515
F: 3.18894 1.62038 0.25668
C: 4.42206 2.70424 -1.38530
F: 4.80324 3.59884 -0.46615
C: 4.86203 2.82659 -2.68848
F: 5.66788 3.83437 -3.05547
C: 4.44253 1.88025 -3.59839
F: 4.82248 1.98429 -4.88002
C: 3.60875 0.84496 -3.21813
F: 3.17270 0.04710 -4.22200
H: -0.44591 -3.81688 -2.42630
H: -1.16704 -3.07238 -0.98233
H: 0.57062 -3.33866 -1.05171
H: -1.64750 -2.22416 -3.61539
H: -1.04708 -0.55236 -3.67726
H: -2.55180 -1.63985 -1.29957
H: -3.32679 -0.74018 -2.57829
H: 1.02423 -0.86956 -3.73793
H: 1.13858 -2.63991 -3.67422
H: 3.21296 -1.67880 -2.78106
H: 2.30949 -2.40094 -1.47959
O: -0.87207 1.52514 3.43726
C: -1.35177 0.66468 2.70777
O: -0.74524 0.15830 1.69425
C: -2.72132 0.11747 3.02456
C: -3.51331 0.89309 3.86666
C: -4.77488 0.47437 4.24563
C: -5.24267 -0.75375 3.80296
C: -4.45327 -1.54280 2.98142
C: -3.18815 -1.12069 2.56066
P: -2.16841 -2.16731 1.43640
C: -3.32012 -3.58719 1.16418
C: -4.29339 -3.42135 0.17668
C: -5.18389 -4.44034 -0.12767
C: -5.10258 -5.65581 0.53863
C: -4.13407 -5.83817 1.51512
C: -3.25293 -4.81117 1.82945
C: -0.94657 -2.90076 2.59334
C: -0.82876 -2.54415 3.93401
C: 0.16846 -3.09649 4.72766
C: 1.05958 -4.01661 4.19678
C: 0.95188 -4.37989 2.86112
C: -0.03701 -3.81967 2.06688
H: -3.10192 1.83251 4.20939
H: -5.38445 1.09724 4.88825
H: -6.22262 -1.10739 4.09965
H: -4.83737 -2.50186 2.66350
H: -4.36070 -2.47517 -0.35004
H: -5.93683 -4.28754 -0.89101
H: -5.79007 -6.45649 0.29645
H: -4.06627 -6.78276 2.04111
H: -2.50962 -4.96024 2.60294
H: -1.51556 -1.82717 4.36657
H: 0.25510 -2.79584 5.76440
H: 1.84251 -4.43533 4.81644
H: 1.64620 -5.09364 2.43392
H: -0.10990 -4.10381 1.02352
Cl: 0.66321 2.90484 1.24004
C: 1.35967 4.07373 0.15451
C: 1.98752 5.16164 0.73318
C: 2.57253 6.12245 -0.06941
C: 2.52750 5.97689 -1.44652
C: 1.89031 4.88330 -2.00499
Cl: 1.89492 4.75196 -3.73597
C: 1.26691 3.88224 -1.23196
S: 0.45946 2.53397 -1.97791
H: 2.01856 5.23828 1.81212
H: 3.07301 6.97292 0.37402
H: 2.99222 6.70192 -2.10055
I: 3.56510 -1.33903 5.19302
C: 2.96905 -1.16416 3.22583
C: 3.55883 -1.74897 2.12975
N: 2.83613 -1.35934 1.06671
N: 1.84356 -0.53468 1.40618
C: 1.89722 -0.40662 2.72349
H: 4.42337 -2.38368 2.03800
H: 3.07005 -1.33960 0.07734
H: 1.17718 0.20192 3.24969

Question: Which formula does entry 3 have?
Answer: C45H31Cl2F10IN5O2PSY

Question: Among the records above, which one has the highest ΔE to the lowest compared entry with this formula, charge and spin?
Answer: C45H29Br2Cl4N6O5S2W

Question: What is the formula in the first record?
Answer: C45H29Br2Cl4N6O5S2W